1.
# C48H64HgN6O3S

C48H64HgN6O3S as an isolated structure (wB97M-V/def2-TZVPD, the Open Molecules 2025 dataset).

```
123
Properties=species:S:1:pos:R:3:forces:R:3:lowdin_spin:R:1
Hg -0.99571 -0.71257 -1.27275 1.44 0.48 1.43 0.000
C 0.39626 4.61728 1.47516 0.23 0.67 -0.63 0.000
C 0.44044 4.11783 2.79134 2.57 -1.93 -0.93 0.000
C 1.71332 3.32533 2.81286 -1.15 1.63 0.53 0.000
C 2.40478 3.58198 1.59765 -0.39 -0.78 0.30 0.000
C 1.59311 4.33607 0.75757 -0.79 0.48 -0.30 0.000
C 1.91507 4.88284 -0.63881 0.24 0.73 1.61 0.000
C 3.24176 4.32587 -1.17939 -0.25 0.21 -0.06 0.000
C 2.16310 6.44214 -0.54807 -0.57 -0.83 -0.35 0.000
C 0.74810 4.59330 -1.59501 0.26 -0.05 -0.48 0.000
C 2.39017 2.66655 4.00969 0.43 -0.23 -1.06 0.000
C 1.47920 1.57526 4.66710 1.00 0.53 1.00 0.000
C 3.57688 1.84446 3.45370 0.57 -0.34 0.64 0.000
C 2.95766 3.78969 4.94430 -0.34 -1.18 0.13 0.000
C -0.72830 4.14884 3.73758 -0.41 -0.44 -0.34 0.000
C -0.40553 4.44808 5.22448 -0.34 -0.03 -0.37 0.000
C -1.66357 5.27900 3.27151 -0.58 0.24 -0.01 0.000
C -1.58268 2.83103 3.62749 -0.58 -0.10 -0.43 0.000
H -0.40903 5.20097 1.02747 0.10 -0.05 0.21 0.000
H 3.34453 3.11927 1.30640 -0.14 0.28 0.08 0.000
H 4.08543 4.55528 -0.52847 -0.18 -0.14 0.38 0.000
H 3.47925 4.87795 -2.08971 -0.05 -0.33 -0.45 0.000
H 3.22034 3.24563 -1.34427 -0.02 0.01 -0.11 0.000
H 2.96428 6.68736 0.20150 -0.78 -0.18 -0.90 0.000
H 1.21143 6.94806 -0.31199 0.47 -0.13 0.28 0.000
H 2.39425 6.71412 -1.59159 0.42 0.53 0.38 0.000
H 0.41895 3.56989 -1.42684 -0.05 -0.19 -0.04 0.000
H 1.08865 4.67458 -2.63676 -0.11 0.10 -0.05 0.000
H -0.14356 5.23056 -1.48643 0.44 -0.03 0.25 0.000
H 1.01833 0.86416 3.95535 0.51 0.47 0.25 0.000
H 0.71737 1.97102 5.32051 -0.52 0.29 -0.23 0.000
H 2.12106 1.07122 5.40963 -0.10 -0.48 -0.41 0.000
H 3.14928 1.03122 2.86932 0.21 0.07 -0.47 0.000
H 4.13539 1.32261 4.26402 -0.29 0.47 -0.18 0.000
H 4.31795 2.42750 2.86856 -0.58 -0.33 0.36 0.000
H 2.13278 4.22487 5.47482 -0.21 0.48 0.31 0.000
H 3.47687 4.55982 4.39277 -0.14 0.14 -0.54 0.000
H 3.68961 3.44072 5.67377 -0.04 -0.43 0.24 0.000
H 0.13010 5.39300 5.30068 0.16 0.05 -0.03 0.000
H 0.17408 3.67050 5.72420 -0.16 0.20 -0.15 0.000
H -1.35063 4.58163 5.76586 0.06 -0.15 0.04 0.000
H -1.16919 6.25338 3.23696 0.24 -0.16 -0.11 0.000
H -2.45041 5.38815 4.02712 -0.24 -0.08 -0.23 0.000
H -2.12492 5.09804 2.27138 0.33 -0.01 0.81 0.000
H -1.28761 1.99370 4.28583 0.06 0.55 -0.18 0.000
H -1.63588 2.41022 2.58677 0.41 0.61 0.77 0.000
H -2.62805 3.11081 3.85467 0.21 -0.32 0.25 0.000
O 5.27127 -7.33160 2.10938 0.62 -0.31 -0.43 0.142
N 4.13173 -7.50133 2.56873 -2.08 1.60 0.97 0.152
O 3.72533 -8.55553 3.09241 0.75 -1.03 -0.12 0.137
C 3.18270 -6.41469 2.67116 2.17 -2.02 -0.32 0.075
C 2.12032 -6.64592 3.50976 -1.14 0.94 0.56 0.187
C 1.14074 -5.63412 3.66359 0.81 0.02 -0.37 0.023
C 0.09957 -5.79829 4.60263 -0.67 0.45 0.28 0.076
C -0.81228 -4.74804 4.73156 0.79 -0.54 0.11 -0.007
C -0.65917 -3.62921 3.89868 -0.73 0.26 0.12 0.087
N 0.26039 -3.48332 2.96661 0.53 0.17 0.07 -0.014
C 1.21707 -4.41088 2.88178 -0.94 -1.30 0.22 0.049
C 2.28293 -4.26848 1.90426 0.73 -0.48 -0.37 -0.010
N 2.19342 -3.24500 1.01078 0.17 -0.56 0.82 0.013
C 3.24303 -3.01575 0.25575 0.51 -0.32 -0.44 0.023
C 4.41295 -3.80476 0.30272 0.00 1.14 -0.84 0.015
C 4.46875 -4.92270 1.07158 -0.12 -1.05 0.28 0.024
C 3.36222 -5.24866 1.90123 -0.86 2.08 -0.69 0.001
H 2.09913 -7.51680 4.15350 -0.01 0.08 -0.31 0.015
H 0.08502 -6.75051 5.19052 -0.20 1.09 -0.47 0.002
H -1.59415 -4.71197 5.48392 0.04 -0.26 -0.10 -0.003
H -1.35103 -2.78733 3.99506 0.03 -0.23 0.05 0.006
H 3.12923 -2.21201 -0.47580 0.20 -0.04 0.21 0.002
H 5.28775 -3.54569 -0.30618 -0.47 0.00 0.11 0.000
H 5.31479 -5.60667 0.97785 -0.39 0.37 0.36 0.003
C -6.12436 1.27890 -0.98325 -1.10 1.65 -0.83 0.000
C -4.91295 1.91140 -1.32938 0.63 -0.13 -0.75 0.000
C -3.70444 1.34070 -0.99371 -0.89 0.03 0.41 0.000
C -3.68036 0.19440 -0.17301 -1.46 -1.31 -0.04 0.000
C -2.51351 -0.55325 0.13004 -0.51 0.97 -0.92 0.000
C -2.50882 -1.37644 1.19559 0.49 -1.50 0.68 0.000
C -3.70455 -1.74518 1.88284 -0.59 0.46 0.40 0.000
C -4.93619 -1.29741 1.38860 1.98 -0.94 0.09 0.000
C -4.93760 -0.37236 0.31883 0.61 1.47 -0.33 0.000
C -6.14383 0.18669 -0.19538 -0.14 -1.06 0.99 0.000
H -7.08398 1.77411 -1.29702 1.05 -0.72 0.26 0.000
H -4.91172 2.79078 -1.98138 -0.12 -0.18 0.46 0.000
H -2.77190 1.83727 -1.19901 0.25 0.06 -0.35 0.000
H -1.56827 -1.86551 1.46942 -0.33 -0.04 0.15 0.000
H -3.58230 -2.37194 2.80266 -0.42 0.51 -1.10 0.000
H -5.86386 -1.70305 1.75548 -0.19 0.10 0.19 0.000
H -7.09771 -0.26454 0.11233 0.43 0.26 -0.07 0.000
C 1.60942 -3.49104 -4.36508 0.15 -0.32 -0.95 0.000
N 0.93150 -2.65462 -3.39397 0.36 -1.12 0.53 0.000
C 0.04998 -3.41093 -2.48905 0.37 0.75 0.34 0.000
C 1.32635 -1.39031 -3.14740 -1.55 0.96 0.97 0.000
N 1.13586 -0.87447 -1.89560 -0.42 -0.54 -1.49 0.000
N 1.71767 -0.62964 -4.22306 0.46 -0.28 0.57 0.000
C 2.43615 0.62066 -3.94250 -0.82 1.09 0.14 0.000
C 0.81084 -0.55240 -5.40317 0.57 -1.84 0.09 0.000
H 2.17619 -4.37499 -3.97268 -0.52 0.99 0.34 0.000
H 2.29078 -2.85358 -4.91101 0.25 -0.10 -0.22 0.000
H 0.88405 -3.90504 -5.07530 0.03 0.09 -0.01 0.000
H 0.19904 -4.48631 -2.59071 0.12 0.23 -0.10 0.000
H -0.97336 -3.16422 -2.75134 -0.45 -0.14 -0.07 0.000
H 0.21816 -3.12991 -1.44860 0.23 -0.23 0.03 0.000
H 1.51431 0.06786 -1.81578 -0.17 -0.05 -0.14 0.000
H 3.25698 0.52040 -3.21299 -0.52 -0.28 -0.20 0.000
H 1.74768 1.49011 -3.60633 0.92 -1.33 -0.47 0.000
H 2.89217 0.90086 -4.88935 0.04 0.26 0.05 0.000
H 0.41061 -1.56908 -5.72089 0.69 1.24 0.57 0.000
H 1.43643 -0.18225 -6.20863 -0.34 0.22 -0.23 0.000
H -0.03985 0.08049 -5.19868 -0.21 0.46 -0.03 0.000
O -2.25224 0.19169 -7.23487 0.89 0.49 -0.60 0.000
S -3.40296 -0.24055 -6.42974 -0.19 0.07 0.49 0.000
C -2.91543 -1.79578 -5.61536 0.13 -0.26 0.22 0.000
C -4.06403 -2.81971 -5.78552 0.57 -0.43 0.45 0.000
C -5.14540 -2.18796 -6.69099 -1.46 -0.71 0.20 0.000
C -4.63133 -1.00421 -7.50141 0.50 -0.70 -0.75 0.000
H -2.69132 -1.49552 -4.58389 -0.37 -0.25 -0.02 0.000
H -1.93721 -2.12096 -6.01001 -0.54 0.19 -0.35 0.000
H -4.48630 -3.09152 -4.79747 0.07 0.33 -0.55 0.000
H -3.67404 -3.78163 -6.15866 -0.06 0.52 -0.20 0.000
H -5.93164 -1.87341 -5.98487 0.10 0.23 -0.47 0.000
H -5.65514 -2.92485 -7.35890 0.55 0.44 0.52 0.000
H -5.39457 -0.24350 -7.72502 0.24 -0.38 0.06 0.000
H -4.12946 -1.32818 -8.46423 -0.38 0.44 1.10 0.000
```
Positions in Å, forces in eV/Å.

Values from the calculation:
Lowest unoccupied orbital energy (spin up / spin down): 0.2 / 0.2 eV
Multiplicity: 2
HOMO-LUMO gap (spin up / spin down): 2.57 / 2.92 eV
Total charge: -1

2.
# C21H17BCl2IMgN5O3S

C21H17BCl2IMgN5O3S as an isolated structure (wB97M-V/def2-TZVPD, the Open Molecules 2025 dataset).

```
52
Properties=species:S:1:pos:R:3:forces:R:3:lowdin_charge:R:1
Mg 0.89786 0.66880 -1.47104 0.22 -0.01 -0.05 0.397
N 4.71613 0.60693 -4.05271 0.01 -0.01 0.01 0.002
C 3.53515 0.43120 -3.31977 0.04 0.05 -0.06 -0.926
S 2.50019 1.80380 -3.21414 -0.16 0.09 0.03 0.528
N 3.38518 -0.76824 -2.84955 -0.07 -0.04 0.06 -0.033
N 2.21272 -0.97173 -2.13350 -0.07 -0.14 -0.02 -0.052
C 2.00895 -2.20722 -1.86558 0.01 0.08 0.01 -0.094
C 0.91037 -2.78294 -1.10380 0.02 0.02 0.01 -0.138
C 0.87463 -4.17838 -1.02147 -0.02 0.00 0.02 -0.087
C -0.09857 -4.85901 -0.31440 0.04 -0.01 -0.04 -0.147
C -1.07557 -4.10978 0.34643 -0.03 0.01 0.03 -0.127
C -1.07323 -2.73470 0.29303 0.02 -0.02 -0.02 -0.024
C -0.08791 -2.00806 -0.43319 -0.01 -0.04 -0.05 -0.354
O -0.12337 -0.72720 -0.46466 -0.04 0.07 -0.01 -0.131
H 5.03116 1.56372 -4.02908 0.00 0.00 0.00 0.038
H 5.42266 -0.06177 -3.77853 0.00 0.00 -0.01 0.061
H 2.74940 -2.91448 -2.24780 -0.01 -0.03 0.01 0.108
H 1.65279 -4.73398 -1.53747 0.00 -0.01 0.00 0.094
H -0.09759 -5.94105 -0.26974 0.00 0.00 0.00 0.074
H -1.84704 -4.61629 0.91793 0.00 0.01 0.00 0.088
H -1.82904 -2.15830 0.81452 0.01 -0.01 -0.01 0.098
Cl -6.36103 1.95980 -1.65674 0.03 0.00 0.00 0.581
C -4.61402 1.96384 -1.48607 -0.03 -0.05 -0.06 -0.681
C -4.02895 2.76671 -0.50043 0.02 0.02 0.03 -0.145
C -2.66961 2.79217 -0.36044 0.01 0.04 0.03 -0.570
Cl -1.95289 3.78887 0.86708 -0.03 0.01 -0.01 0.688
C -1.77509 2.01668 -1.18293 0.03 -0.05 -0.03 -0.395
O -0.52862 2.07631 -1.03434 0.13 0.00 0.06 -0.090
C -2.43492 1.20633 -2.16347 -0.06 -0.03 -0.03 -0.116
C -1.68713 0.37539 -3.08268 0.02 0.01 0.00 -0.188
O -0.48106 0.21178 -3.12593 -0.04 -0.04 0.01 -0.010
C -3.82958 1.19709 -2.30209 -0.01 0.04 0.04 -0.086
H -4.65126 3.36432 0.15184 0.02 0.01 0.01 0.097
H -2.31934 -0.14905 -3.82764 0.02 -0.01 -0.01 0.125
H -4.27770 0.56989 -3.06436 -0.01 0.00 0.00 0.105
I -3.05677 -0.86446 5.97207 0.03 0.02 -0.03 0.698
C -1.70052 0.02366 4.59121 -0.04 0.00 -0.05 -0.803
C -0.64885 0.76483 5.10173 -0.07 -0.04 0.15 -0.159
C 0.21047 1.34273 4.18154 0.05 0.05 -0.03 -0.056
C -0.02743 1.15550 2.83200 -0.07 0.00 -0.13 -0.037
C -1.10339 0.37183 2.43966 0.17 -0.03 0.14 -0.102
N -1.94055 -0.19134 3.32384 -0.05 -0.02 -0.05 0.024
H -0.51462 0.87156 6.16862 0.03 0.01 -0.01 0.078
H 1.07142 1.91762 4.49867 -0.01 0.00 0.01 0.099
H 0.61818 1.58864 2.08402 0.01 -0.02 -0.03 0.079
H -1.24785 0.15132 1.38779 -0.12 0.02 0.01 0.092
B 3.66997 1.66175 2.42317 -0.03 0.04 0.05 -0.457
C 2.85150 1.40038 1.08479 0.08 -0.07 0.03 -0.213
N 2.20401 1.18728 0.15432 -0.02 0.08 0.06 0.109
H 3.73261 0.61023 3.03394 -0.01 0.00 -0.01 -0.009
H 4.78089 2.07525 2.15381 -0.01 0.02 -0.04 -0.020
H 3.04724 2.49175 3.07155 0.01 0.00 -0.02 -0.017
```
Positions in Å, forces in eV/Å.

Values from the calculation:
Lowest unoccupied orbital energy: 3.6 eV
HOMO-LUMO gap: 5.57 eV
Total charge: -2

3.
# C2H10NO

A 2-piece molecular cluster, C2H10NO overall (wB97M-V/def2-TZVPD, the Open Molecules 2025 dataset).

```
14
Properties=species:S:1:pos:R:3:forces:R:3:lowdin_charge:R:1
C 2.01601 0.16462 0.70868 1.49 -0.57 -0.17 0.009
N 1.05773 -0.92403 0.00153 2.53 2.50 0.67 0.171
H 0.97915 -1.67535 0.69030 -0.63 -0.06 -0.67 0.163
H 0.20703 -0.43234 -0.27714 -0.78 -0.77 0.10 0.093
H 1.53957 -1.18633 -0.86665 -0.32 -0.51 0.43 0.164
H 2.83972 0.53465 -0.02377 -2.05 -0.39 0.92 0.123
H 2.64709 -0.39928 1.46698 -1.21 0.68 -0.69 0.104
H 1.40156 0.98043 1.18956 0.73 -1.08 -0.76 0.105
C -2.03579 0.84818 -0.32045 -3.34 -2.17 -1.37 -0.104
O -1.72881 -0.42282 -0.94968 1.35 0.31 0.08 -0.153
H -2.51142 -0.88163 -1.29200 0.32 0.59 0.25 0.099
H -1.58814 1.71573 -0.72292 -0.10 0.80 -1.79 0.073
H -3.15262 0.76806 -0.23445 1.03 1.41 -0.06 0.120
H -1.67108 0.91011 0.63000 0.97 -0.75 3.05 0.033
```
Positions in Å, forces in eV/Å.

Values from the calculation:
Lowest unoccupied orbital energy: -3.6 eV
HOMO-LUMO gap: 11.05 eV
Total charge: +1

- The lowest total charge belongs to which entry?
  C21H17BCl2IMgN5O3S

- Among the records above, which one has the highest total charge?
  C2H10NO

- total charge of number 3 (C2H10NO)?
  +1